Entry 1:
ORCA calculation (the ωB97M-V functional and the def2-TZVPD basis) on C3H5O4Pb as an isolated structure at a distorted geometry.

Calculated values
Energy above the lowest of the compared OMol25 structures with the same formula, charge and spin   36.3 kcal per mole
Orbital gap   9.202 eV
Charge   +1
Multiplicity   1
Max |F|   5.3 eV Å⁻¹

```
13
C3H5O4Pb (the ωB97M-V functional and the def2-TZVPD basis)
O -0.822 2.275 -1.690
C -0.016 1.496 -1.228
O -0.256 0.868 -0.085
O 0.617 0.612 -2.005
H 1.420 1.000 -2.376
C -0.262 -1.121 1.492
O -1.558 -1.285 1.119
C 0.600 -0.394 0.482
H 0.247 -2.055 1.791
H 0.012 -0.188 2.190
H 0.836 -1.093 -0.331
H 1.573 -0.012 0.804
Pb -2.390 -0.103 -0.163
```

=====

Entry 2:
ORCA calculation (the ωB97M-V functional and the def2-TZVPD basis) on a 3-piece molecular cluster, C24H36NO4PS2 overall.

Calculated values
Orbital gap   8.196 eV
Multiplicity   1
Max |F|   0.6 eV Å⁻¹

```
68
C24H36NO4PS2 (the ωB97M-V functional and the def2-TZVPD basis)
C 0.240 -5.227 2.744
C -0.570 -4.952 1.736
C -0.162 -4.264 0.478
P -1.308 -2.880 0.021
C -2.766 -4.088 -0.518
C -4.040 -3.656 0.126
C -4.586 -4.279 1.245
C -5.755 -3.790 1.834
C -6.414 -2.669 1.341
C -7.651 -2.104 1.981
C -5.878 -2.051 0.207
C -4.715 -2.537 -0.382
C -0.058 -1.543 0.561
C 0.614 -0.721 -0.329
C 1.491 0.253 0.116
C 1.667 0.370 1.485
C 0.965 -0.501 2.308
N 0.116 -1.431 1.888
H -0.125 -5.819 3.566
H 1.254 -4.857 2.726
H -1.603 -5.264 1.799
H 0.870 -3.932 0.509
H -0.220 -4.997 -0.329
H -1.258 -2.369 -1.305
H -2.162 -2.381 1.047
H -2.536 -5.130 -0.306
H -2.908 -4.010 -1.597
H -4.110 -5.151 1.668
H -6.147 -4.305 2.701
H -8.290 -1.660 1.226
H -7.378 -1.357 2.722
H -8.222 -2.865 2.507
H -6.382 -1.183 -0.195
H -4.330 -2.036 -1.261
H 0.453 -0.848 -1.394
H 2.002 0.915 -0.564
H 2.333 1.112 1.893
H 1.109 -0.420 3.378
O 3.125 2.826 -3.018
S 2.076 1.889 -3.338
O 2.271 0.473 -3.160
C 0.576 2.406 -2.502
C -0.097 3.351 -3.491
C 0.040 2.687 -4.868
C 1.494 2.220 -5.007
H 0.833 2.873 -1.555
H -0.027 1.515 -2.328
H -1.139 3.525 -3.226
H 0.415 4.316 -3.492
H -0.632 1.829 -4.927
H -0.228 3.369 -5.673
H 1.586 1.308 -5.591
H 2.131 2.995 -5.427
O 4.064 6.168 2.855
S 3.944 4.787 2.466
O 2.919 3.941 3.023
C 3.883 4.700 0.678
C 5.344 4.594 0.255
C 5.990 3.601 1.230
C 5.548 3.992 2.647
H 3.376 5.583 0.295
H 3.327 3.801 0.411
H 5.433 4.265 -0.779
H 5.827 5.570 0.343
H 5.645 2.591 1.001
H 7.076 3.602 1.147
H 5.436 3.132 3.301
H 6.222 4.717 3.099
```

=====

Entry 3:
ORCA calculation (the ωB97M-V functional and the def2-TZVPD basis) on one molecule with the formula C3H4N2O at a distorted geometry.

Calculated values
Energy above the lowest of the compared OMol25 structures with the same formula, charge and spin   78.0 kcal per mole
Orbital gap   9.165 eV
Multiplicity   1
Max |F|   3.5 eV Å⁻¹

```
10
C3H4N2O (the ωB97M-V functional and the def2-TZVPD basis)
O 2.088 -0.267 -0.100
C 0.763 -0.181 0.051
N -0.022 -1.166 0.317
C -1.375 -0.658 0.224
C -1.259 0.706 0.018
N 0.104 0.988 -0.053
H 2.299 -1.199 0.072
H -1.203 -1.632 -0.374
H -1.965 1.528 -0.069
H 0.570 1.880 -0.086
```

=====

Entry 4:
ORCA calculation (the ωB97M-V functional and the def2-TZVPD basis) on C3H13N5 as an isolated structure at a distorted geometry.

Calculated values
Energy above the lowest of the compared OMol25 structures with the same formula, charge and spin   95.0 kcal per mole
Orbital gap   7.756 eV
Multiplicity   1
Max |F|   1.4 eV Å⁻¹

```
21
C3H13N5 (the ωB97M-V functional and the def2-TZVPD basis)
C -0.394 0.958 -1.503
C 1.377 -0.035 0.236
C -2.024 -1.627 0.302
N -1.332 0.304 -0.809
N -1.037 -1.007 -0.552
N -0.180 2.293 -1.257
N 2.224 -1.067 0.867
N 0.855 0.915 1.214
H -1.699 0.843 -0.014
H 0.212 -0.752 -0.143
H -0.006 0.482 -2.390
H 2.029 0.522 -0.441
H 0.076 2.450 -0.280
H 0.452 2.742 -1.902
H 1.655 -1.823 1.240
H 1.598 1.269 1.813
H 2.845 -1.479 0.180
H 0.196 0.440 1.826
H -2.252 -1.022 1.199
H -1.626 -2.586 0.631
H -2.969 -1.818 -0.217
```

=====

Entry 5:
ORCA calculation (the ωB97M-V functional and the def2-TZVPD basis) on C34H24IrN10OS2 as an isolated structure at a distorted geometry.

Calculated values
Orbital gap (alpha / beta)   6.144 / 2.860 eV
Charge   +2
Multiplicity   2
Expectation value of S²   0.79
Max |F|   2.5 eV Å⁻¹

```
72
C34H24IrN10OS2 (the ωB97M-V functional and the def2-TZVPD basis)
Ir 1.844 -1.134 1.167
S 2.405 -1.262 3.861
C 3.926 -1.121 3.149
N 4.016 -1.093 1.822
C 5.303 -1.088 1.398
C 5.743 -1.105 0.071
C 7.095 -1.144 -0.174
C 8.026 -1.150 0.877
C 7.621 -1.100 2.192
C 6.258 -1.083 2.459
S 5.463 -1.083 3.994
H 5.010 -1.101 -0.719
H 7.464 -1.169 -1.186
H 9.079 -1.198 0.655
H 8.341 -1.079 2.993
C 1.272 1.996 -3.516
N 1.512 0.801 -2.756
C 1.962 0.677 -1.510
N 1.963 -0.607 -1.162
C 1.500 -1.233 -2.274
N 1.214 -0.402 -3.237
C -0.063 2.632 -3.205
C -0.253 3.982 -3.502
C -1.481 4.587 -3.284
C -2.526 3.865 -2.744
C -2.337 2.514 -2.433
C -1.106 1.896 -2.675
C -3.407 1.794 -1.799
N -4.560 2.290 -1.423
N -5.196 1.382 -0.735
C -4.449 0.308 -0.682
O -3.291 0.516 -1.359
C -4.690 -0.883 0.086
C -5.789 -0.949 0.951
C -5.949 -2.060 1.754
C -5.030 -3.100 1.712
C -3.954 -3.053 0.830
C -2.944 -4.176 0.759
N -1.650 -3.700 1.184
C -0.688 -3.081 0.500
N 0.293 -2.738 1.335
C -0.144 -3.190 2.544
N -1.307 -3.765 2.465
C -3.786 -1.945 0.021
H 1.293 1.707 -4.572
H 2.078 2.707 -3.322
H 2.272 1.496 -0.897
H 1.391 -2.294 -2.365
H 0.565 4.554 -3.911
H -1.616 5.625 -3.538
H -3.481 4.322 -2.543
H -0.992 0.845 -2.456
H -6.482 -0.123 0.986
H -6.788 -2.117 2.427
H -5.151 -3.950 2.366
H -2.866 -4.564 -0.260
H -3.228 -4.982 1.437
H -0.692 -2.918 -0.558
H 0.397 -3.100 3.464
H -2.963 -1.893 -0.676
N -2.402 5.077 1.109
C -1.781 4.129 1.265
C -1.000 2.951 1.357
C -1.571 1.720 1.034
C -0.788 0.581 1.002
C 0.573 0.642 1.322
C 1.118 1.872 1.697
C 0.349 3.023 1.707
H -2.629 1.670 0.828
H -1.259 -0.354 0.724
H 2.160 1.954 1.981
H 0.780 3.972 1.990
```

=====

Entry 6:
ORCA calculation (the ωB97M-V functional and the def2-TZVPD basis) on a 4-piece molecular cluster, C3H12O4 overall at a distorted geometry.

Calculated values
Energy above the lowest of the compared OMol25 structures with the same formula, charge and spin   49.6 kcal per mole
Orbital gap   9.680 eV
Multiplicity   1
Max |F|   1.6 eV Å⁻¹

```
19
C3H12O4 (the ωB97M-V functional and the def2-TZVPD basis)
C 0.681 -1.548 1.236
C -0.326 -1.009 1.935
C -1.639 -0.543 1.368
O -1.415 0.702 0.684
H 1.691 -1.156 1.311
H 0.581 -2.315 0.467
H -0.234 -0.765 2.997
H -2.106 -1.259 0.689
H -2.347 -0.359 2.173
H -1.886 1.356 1.204
O 1.517 2.014 -0.195
H 0.744 2.301 0.303
H 1.921 1.363 0.391
O 1.916 -0.300 -1.734
H 2.175 -0.252 -2.657
H 1.608 0.582 -1.480
O -1.187 -0.065 -2.294
H -0.951 0.020 -1.362
H -0.334 -0.124 -2.736
```